1.
Entry from the OMol25 dataset: a structure of composition H24O12 in a non-equilibrium geometry (ωB97M-V with the def2-TZVPD basis set).

```
36
Properties=species:S:1:pos:R:3:lowdin_charge:R:1
H -1.542 -0.767 0.380 0.028
H 0.207 2.555 0.057 0.160
H 2.932 1.373 0.244 0.081
H 2.073 -0.860 1.610 0.171
O -1.365 -2.206 0.381 -0.006
O -1.767 -0.212 -1.665 -0.040
H 0.397 -0.522 3.628 0.043
H 1.682 -0.736 -1.379 0.042
H -2.982 -0.303 0.352 0.164
H 0.361 -1.031 -0.250 -0.346
H -0.521 -1.951 0.008 -0.275
H -1.774 -0.325 -0.714 -0.244
O 1.225 -0.255 -2.068 -0.031
H -0.350 1.160 -2.991 0.171
H -2.652 1.796 -0.843 0.066
H 0.881 -1.782 1.755 0.181
O -1.889 2.033 -0.317 -0.057
O 2.357 0.680 -0.081 -0.014
H 1.270 1.938 0.941 0.159
H 0.618 1.324 -1.838 0.105
O 0.624 0.252 3.112 -0.036
H 1.312 -2.208 -0.295 0.119
H -1.638 1.221 0.123 -0.088
H 1.472 1.001 0.091 -0.186
H -1.229 -3.101 0.693 0.087
O -2.083 0.014 0.266 0.031
O 0.034 -0.221 0.040 -0.005
H 0.028 0.664 -0.325 0.019
O -0.304 1.156 -2.035 0.024
H 0.447 0.100 -1.637 -0.065
O 0.398 -1.967 -0.447 0.075
H 0.790 -0.086 2.232 -0.280
O 1.116 -0.866 1.606 0.138
O 0.610 1.717 0.284 0.061
H -1.193 0.540 -1.813 -0.228
H 0.456 -0.126 0.894 -0.025
```

Values from the calculation:
Relative energy (zero: lowest compared OMol25 entry of this formula, charge and spin) ... 2863.9 kJ/mol
HOMO-LUMO gap ... 7.3 eV
LUMO level ... -0.528 eV

2.
Entry from the OMol25 dataset: a cluster of 12 separate species, H24O12 in total in a non-equilibrium geometry (ωB97M-V with the def2-TZVPD basis set).

```
36
Properties=species:S:1:pos:R:3:lowdin_charge:R:1
H 1.389 2.461 -0.632 0.028
H -0.311 -0.417 -0.698 0.023
O -2.414 -1.888 2.450 -0.037
H -1.327 -2.971 -1.011 0.070
H 0.628 2.298 1.374 -0.018
O 0.820 2.799 -1.323 -0.038
H -1.188 0.628 2.641 -0.032
O -1.855 2.419 0.452 -0.044
H 0.687 3.719 -1.096 0.063
O 0.711 -2.875 -3.267 -0.071
O 1.477 -3.068 0.109 -0.022
H 2.331 -3.392 -0.175 0.072
O 1.402 -0.571 -2.272 -0.031
H -1.673 -2.481 2.330 0.013
H -1.877 3.140 -0.177 0.054
H -2.293 -1.215 1.780 0.018
H 1.589 -3.061 -3.599 0.024
O -0.840 1.484 -3.025 -0.054
H 0.093 0.021 0.693 0.015
H 0.901 -0.081 -1.619 -0.008
H 0.704 3.282 2.521 0.046
O 1.195 2.964 1.764 -0.043
O -1.548 1.411 3.058 -0.052
H -0.621 1.618 -2.103 -0.038
H 1.049 -0.290 2.524 0.076
H 0.278 -1.534 2.912 0.076
H 2.297 -0.243 -2.182 0.069
O -0.964 -2.238 -0.514 -0.035
H -0.124 -2.561 -0.188 -0.026
H -1.725 2.009 2.331 -0.012
H -0.067 1.787 -3.502 0.030
O 0.206 -0.726 2.404 -0.037
O -0.194 0.362 -0.154 -0.051
H 0.840 -2.178 -2.624 -0.045
H 1.679 -2.391 0.755 0.039
H -1.255 1.781 0.065 -0.025
```

Values from the calculation:
Relative energy (zero: lowest compared OMol25 entry of this formula, charge and spin) ... 189.0 kJ/mol
SMILES ... O.O.O.O.O.O.O.O.O.O.O.O
HOMO-LUMO gap ... 10.0 eV
LUMO level ... -0.675 eV

3.
Entry from the OMol25 dataset: a cluster of 12 separate species, H24O12 in total (ωB97M-V with the def2-TZVPD basis set).

```
36
Properties=species:S:1:pos:R:3:lowdin_charge:R:1
O 3.429 2.417 0.946 -0.084
O -2.384 -2.519 -0.475 -0.075
H -2.269 2.832 1.531 0.082
H -2.302 2.119 -0.771 -0.015
O 0.170 -0.299 -0.071 -0.045
H -1.488 -2.739 -0.103 0.004
O 0.918 2.611 2.640 -0.055
H -0.227 -0.255 1.736 0.001
H -0.057 -4.351 -0.246 0.070
H -1.741 1.399 1.418 0.041
H 1.228 -1.548 -2.398 0.019
H 1.832 -1.426 0.417 0.014
O -2.575 1.850 -1.671 -0.089
O 0.969 2.591 -0.524 -0.046
H 3.088 -2.072 -0.182 0.060
H 0.289 2.912 0.086 0.030
H 0.956 3.216 -1.258 0.073
H -2.169 0.982 -1.834 -0.020
H 1.140 2.717 3.571 0.057
H 0.823 -3.143 0.134 0.015
H -0.466 -0.368 -0.799 0.024
H 2.889 2.244 0.165 -0.008
O 2.417 -2.199 0.498 -0.049
H 0.424 0.639 -0.075 0.039
O -0.040 -3.568 0.317 -0.055
H -2.794 -1.935 0.171 0.051
H 2.776 2.610 1.634 -0.007
H -1.709 -0.974 -3.348 0.072
H 0.285 1.877 2.623 -0.002
O 1.168 -2.420 -2.806 -0.056
H -1.689 -1.508 -1.908 0.023
O -1.477 -0.718 -2.450 -0.071
O -1.675 2.274 1.014 -0.041
H -0.534 -0.934 3.085 0.060
O -0.381 -0.072 2.683 -0.057
H 1.175 -2.245 -3.752 0.039
```

Values from the calculation:
Relative energy (zero: lowest compared OMol25 entry of this formula, charge and spin) ... 37.5 kJ/mol
SMILES ... O.O.O.O.O.O.O.O.O.O.O.O
HOMO-LUMO gap ... 10.4 eV
LUMO level ... 0.005 eV

4.
Entry from the OMol25 dataset: a cluster of 12 separate species, H24O12 in total (ωB97M-V with the def2-TZVPD basis set).

```
36
Properties=species:S:1:pos:R:3:lowdin_charge:R:1
H 12.619 -40.202 8.370 -0.019
H 8.310 -42.339 6.294 0.025
H 13.336 -43.879 5.254 0.032
O 9.032 -42.831 6.728 -0.057
O 8.857 -38.191 6.139 -0.056
H 10.898 -40.669 1.771 0.076
O 12.949 -43.655 4.402 -0.055
H 12.793 -42.705 4.451 0.005
H 9.875 -41.149 9.713 0.030
O 13.268 -40.789 8.782 -0.056
O 11.214 -40.649 2.682 -0.047
O 9.955 -43.149 3.717 -0.065
O 8.978 -41.124 9.363 -0.061
H 6.499 -40.304 5.475 0.053
H 11.711 -37.831 7.685 0.077
O 14.283 -38.705 5.880 -0.041
H 9.653 -38.504 6.605 0.005
H 12.975 -40.473 3.250 -0.015
H 14.210 -37.755 5.740 0.056
H 13.896 -39.893 4.370 -0.020
O 11.277 -38.691 7.746 -0.045
H 11.458 -40.375 6.357 0.012
H 10.840 -38.688 8.612 0.082
H 15.168 -38.830 6.244 0.060
O 7.375 -40.625 5.706 -0.051
H 7.841 -39.842 6.047 0.007
H 10.446 -40.386 3.211 0.055
O 10.893 -40.823 5.717 -0.031
O 13.902 -40.266 3.476 -0.084
H 14.076 -40.271 8.827 0.031
H 10.100 -41.053 6.216 0.006
H 8.990 -37.247 6.014 0.051
H 9.004 -41.715 8.595 -0.002
H 8.702 -43.735 6.790 0.074
H 9.674 -43.068 4.635 -0.009
H 10.505 -42.366 3.564 -0.020
```

Values from the calculation:
Relative energy (zero: lowest compared OMol25 entry of this formula, charge and spin) ... 136.5 kJ/mol
SMILES ... O.O.O.O.O.O.O.O.O.O.O.O
HOMO-LUMO gap ... 9.3 eV
LUMO level ... -0.552 eV

5.
Entry from the OMol25 dataset: a structure of composition H24O12Xe in a non-equilibrium geometry (ωB97M-V with the def2-TZVPD basis set).

```
37
Properties=species:S:1:pos:R:3:lowdin_charge:R:1
Xe -0.424 0.058 0.111 0.454
H -3.342 3.309 0.908 0.060
H 2.879 0.321 -0.955 -0.027
H 1.962 -1.599 -2.530 -0.014
H 3.347 -2.095 -2.174 0.043
H 2.467 3.063 2.393 0.071
H 3.050 1.444 0.046 -0.018
H 0.356 3.817 0.114 0.052
O 2.369 2.284 1.845 -0.050
H -3.138 2.666 -0.447 -0.015
H 0.969 0.974 4.163 0.023
H -1.503 -2.967 2.234 0.060
H -2.869 2.126 -2.323 0.073
O -0.161 3.339 0.762 -0.119
O -0.460 -3.991 -0.412 -0.054
H -2.481 -1.827 -2.957 0.055
H 1.472 2.337 1.513 -0.008
O 0.419 -2.654 -2.694 -0.076
O -2.042 -2.792 1.463 -0.084
O 3.148 -0.298 2.555 -0.048
H -2.140 -0.415 -2.530 -0.030
H -2.429 -1.933 1.630 0.022
O -2.897 3.435 0.070 -0.048
O 2.854 1.275 -0.876 -0.093
O 0.810 0.044 4.006 -0.078
H -1.185 -4.503 -0.772 0.055
H 1.572 -0.250 3.506 -0.035
H 0.200 -2.952 -1.811 -0.017
H -0.847 -3.506 0.317 -0.022
H -1.068 3.447 0.474 -0.025
H -4.054 1.284 -1.901 0.071
H 2.713 -0.997 2.066 0.045
O -1.870 -1.111 -3.129 -0.060
O 2.816 -1.300 -2.218 -0.059
H -0.176 -1.921 -2.854 -0.013
O -3.110 1.378 -1.777 -0.071
H 2.795 0.510 2.184 -0.022
```

Values from the calculation:
Relative energy (zero: lowest compared OMol25 entry of this formula, charge and spin) ... 28.8 kJ/mol
HOMO-LUMO gap ... 9.9 eV
LUMO level ... -0.436 eV

6.
Entry from the OMol25 dataset: a cluster of 12 separate species, H25O12 in total in a non-equilibrium geometry (ωB97M-V with the def2-TZVPD basis set).

```
37
Properties=species:S:1:pos:R:3:lowdin_charge:R:1
O 2.689 2.400 -1.478 -0.001
H -3.659 3.462 0.045 0.035
O -0.291 -2.103 3.686 -0.039
O 0.257 1.646 -0.731 0.196
O -0.672 1.672 3.828 -0.035
H -0.952 -2.362 4.334 0.071
H 1.617 -2.801 -2.738 0.071
H 3.447 2.713 -0.988 0.078
O -0.308 0.751 -3.751 -0.026
H -3.865 0.697 1.953 0.056
O 3.853 -1.804 1.764 -0.062
H 1.254 -0.867 -1.513 0.039
H -3.682 -0.270 0.812 0.054
H 0.419 -2.698 3.950 0.074
O -3.228 2.808 -0.512 -0.074
H 2.929 -2.510 -3.196 0.033
H 3.343 -1.510 0.994 0.009
H -0.038 0.836 -1.307 0.158
H -3.502 1.970 -0.134 -0.036
O 1.260 -0.633 2.124 -0.060
H 0.064 0.368 -4.543 0.051
H -2.815 -1.352 -2.533 0.026
O 2.230 -2.050 -2.781 -0.029
H -1.555 1.996 3.742 0.019
H 0.563 -1.209 2.479 -0.004
H 0.916 2.237 -1.154 0.109
H -3.348 -2.542 -2.004 0.036
H 2.849 2.379 -2.415 0.071
O 0.734 -0.604 -0.733 -0.054
O -3.976 0.622 1.004 -0.029
O -2.533 -2.273 -2.448 -0.062
H -0.640 0.757 3.542 0.002
H 1.573 -0.056 2.821 0.051
H 4.192 -0.911 1.931 0.039
H 0.985 1.290 -0.173 0.136
H 1.052 -1.197 -0.041 0.057
H -1.162 1.147 -3.836 0.039
```

Values from the calculation:
Net charge ... +1
Relative energy (zero: lowest compared OMol25 entry of this formula, charge and spin) ... 243.3 kJ/mol
HOMO-LUMO gap ... 10.5 eV
LUMO level ... -2.879 eV